{
  "formula": "C23H49AsBF6MoO2Se4Si4Te2",
  "method": "ωB97M-V/def2-TZVPD",
  "species": ["Mo", "Se", "Te", "Te", "Se", "C", "Se", "C", "C", "Se", "C", "H", "H", "H", "H", "H", "H", "H", "H", "H", "H", "C", "C", "C", "C", "C", "C", "C", "C", "O", "B", "O", "C", "C", "H", "H", "H", "H", "H", "H", "H", "H", "H", "H", "H", "H", "C", "Si", "C", "C", "Si", "Si", "C", "C", "C", "Si", "C", "C", "C", "H", "H", "H", "H", "H", "H", "H", "H", "H", "H", "H", "H", "H", "H", "H", "H", "H", "H", "H", "H", "H", "H", "H", "H", "H", "H", "H", "F", "As", "F", "F", "F", "F", "F"],
  "xyz": [[-0.47734, 0.19107, 2.01191], [-1.75842, -1.66639, 3.17931], [-1.25761, 0.22501, 4.76889], [1.19736, -0.71480, 5.39034], [1.85933, -0.29530, 2.98873], [-4.31303, 1.52055, 1.27405], [-2.56411, 1.03592, 0.57441], [-1.96886, 2.83295, 0.08960], [-1.48660, 3.67828, 1.25452], [-0.30138, 2.76898, 2.52538], [1.41998, 3.55958, 2.10231], [-4.96618, 1.60567, 0.40894], [-4.24882, 2.44680, 1.82967], [-4.65550, 0.73691, 1.94187], [-2.82234, 3.31285, -0.39433], [-1.18065, 2.67860, -0.64358], [-2.31366, 4.01920, 1.87862], [-0.93978, 4.54911, 0.89171], [1.34241, 4.62821, 2.28711], [1.72167, 3.35890, 1.08078], [2.12131, 3.11020, 2.80324], [3.43967, 4.72845, -3.99675], [4.31758, 3.49331, -3.79461], [5.70930, 3.96146, -3.34979], [4.43238, 2.75721, -5.13641], [3.73742, 2.54067, -2.74870], [4.44626, 1.37988, -2.41541], [3.98701, 0.45133, -1.48729], [2.77789, 0.72592, -0.88968], [2.07677, -0.00570, 0.02916], [0.90123, 0.72209, 0.32631], [0.89651, 1.87519, -0.48684], [2.06549, 1.86022, -1.21060], [2.50880, 2.78455, -2.12976], [3.89719, 5.37845, -4.74319], [3.33402, 5.30316, -3.07562], [2.44462, 4.46398, -4.35666], [6.12597, 4.65130, -4.08544], [6.40175, 3.12776, -3.24484], [5.65572, 4.47579, -2.38940], [4.80081, 3.43489, -5.90816], [3.46080, 2.37387, -5.45066], [5.12019, 1.91490, -5.07184], [5.39477, 1.18682, -2.89701], [4.54754, -0.44131, -1.25015], [1.91245, 3.65636, -2.35137], [-0.65016, -3.49652, -2.72549], [-0.84340, -1.85722, -1.82805], [0.47604, -0.75157, -2.57780], [-2.50594, -1.13295, -2.32945], [-0.36635, -1.83452, 0.54258], [1.12363, -3.63205, 1.06796], [0.81674, -5.20742, 0.08907], [2.86219, -3.07358, 0.63961], [0.98394, -4.06295, 2.88460], [-3.05057, -3.38220, 1.30114], [-3.01075, -4.34435, -0.30226], [-3.27503, -4.55139, 2.73879], [-4.47357, -2.18222, 1.14832], [-0.76700, -3.28646, -3.79166], [-1.37907, -4.25047, -2.45172], [0.33767, -3.92570, -2.58377], [0.41705, -0.81697, -3.66679], [1.48187, -1.04088, -2.27864], [0.33748, 0.29138, -2.29800], [-2.63144, -1.24985, -3.40802], [-2.56331, -0.07337, -2.08883], [-3.35046, -1.61531, -1.84134], [1.06584, -5.09410, -0.96174], [-0.20694, -5.57610, 0.15470], [1.47203, -5.97729, 0.50205], [2.96534, -2.88984, -0.43145], [3.57027, -3.85729, 0.91977], [3.12893, -2.15956, 1.16442], [-0.05462, -4.13784, 3.21149], [1.45175, -3.29360, 3.49797], [1.47750, -5.01579, 3.08458], [-2.11504, -4.93668, -0.46365], [-3.15270, -3.68411, -1.15197], [-3.86242, -5.02974, -0.25749], [-2.33179, -4.92449, 3.13608], [-3.87426, -5.40575, 2.41849], [-3.78899, -4.03485, 3.54923], [-4.32219, -1.47891, 0.32784], [-4.60680, -1.61700, 2.06864], [-5.39086, -2.74306, 0.95226], [-3.24554, 2.26311, 3.75830], [-4.34238, 2.43468, 5.15826], [-4.29698, 0.68922, 5.31235], [-2.91987, 2.56344, 6.16263], [-5.36205, 2.57168, 6.53274], [-4.33033, 4.14478, 4.90109], [-5.69740, 2.28282, 4.08434]],
  "atomic_forces_ev_per_a": [[-0.211, 0.126, 0.865], [0.185, -0.374, -0.627], [-0.146, 0.005, 0.404], [-0.060, 0.198, -0.155], [-0.014, 0.007, -0.010], [-0.033, -0.044, 0.054], [0.137, 0.109, -0.226], [0.032, 0.038, -0.013], [-0.101, -0.049, 0.036], [0.143, 0.265, 0.059], [0.009, -0.012, -0.082], [-0.012, -0.022, 0.025], [-0.007, -0.002, 0.010], [0.023, 0.011, 0.032], [0.042, -0.024, 0.002], [-0.062, 0.025, 0.053], [0.019, -0.034, -0.057], [-0.011, 0.010, 0.030], [0.012, -0.006, 0.032], [-0.018, 0.007, -0.006], [-0.008, 0.002, -0.032], [0.022, -0.016, -0.011], [0.000, 0.004, 0.004], [-0.029, 0.024, 0.005], [-0.016, 0.011, 0.017], [0.007, -0.033, -0.015], [-0.038, 0.024, 0.012], [-0.017, 0.059, -0.011], [0.110, 0.048, -0.047], [-0.067, 0.084, 0.103], [0.132, -0.439, -0.254], [-0.116, -0.018, 0.065], [0.085, 0.009, -0.021], [0.041, -0.044, 0.026], [0.009, 0.014, -0.009], [-0.002, 0.017, 0.030], [-0.031, -0.013, -0.017], [0.011, 0.017, -0.021], [0.025, -0.033, 0.002], [-0.001, 0.021, 0.019], [0.022, 0.016, -0.021], [-0.027, 0.002, -0.018], [0.020, -0.036, 0.004], [0.029, -0.001, -0.026], [0.023, -0.031, 0.029], [-0.016, 0.035, -0.015], [0.025, -0.004, 0.113], [-0.082, 0.164, -0.044], [-0.023, -0.012, 0.033], [0.025, -0.021, 0.078], [-0.199, -0.131, -0.144], [0.033, 0.089, 0.150], [-0.149, 0.063, 0.019], [-0.011, 0.003, -0.029], [-0.055, 0.065, 0.025], [-0.236, 0.172, -0.158], [0.172, -0.073, 0.083], [0.171, 0.069, 0.054], [0.103, 0.095, 0.115], [-0.012, 0.025, -0.027], [-0.089, -0.090, 0.004], [0.145, 0.002, -0.014], [-0.031, -0.012, -0.036], [0.051, -0.075, -0.048], [-0.052, 0.048, -0.044], [0.021, -0.026, -0.051], [0.030, 0.028, -0.037], [-0.094, -0.043, 0.014], [0.026, 0.002, -0.115], [0.007, -0.027, 0.050], [0.027, -0.037, 0.027], [-0.001, -0.013, -0.052], [0.012, -0.052, -0.008], [0.012, 0.017, 0.032], [0.042, -0.054, -0.020], [0.002, 0.027, 0.031], [0.055, -0.043, -0.021], [0.033, -0.041, 0.014], [-0.018, 0.033, -0.089], [-0.066, -0.024, 0.009], [0.033, -0.053, -0.027], [-0.040, -0.029, -0.020], [-0.026, 0.002, 0.025], [-0.006, -0.006, -0.036], [-0.044, 0.001, 0.030], [-0.031, -0.057, -0.064], [0.020, -0.009, 0.155], [0.037, 0.093, 0.050], [0.068, 0.209, -0.039], [-0.119, -0.102, -0.125], [0.008, -0.018, -0.087], [0.024, -0.081, 0.015], [0.111, -0.033, -0.017]],
  "orbital_gap_ha": [0.231, 0.186],
  "relative_energy_kcal_mol": 47.4,
  "spin_multiplicity": 4,
  "e_tot_ev": -415907.9205,
  "homo_ev": [-7.23, -7.80],
  "molar_mass_g_mol": 1336.7
}